# 1
DFT (the ωB97M-V functional and the def2-TZVPD basis) results for 15 unconnected molecules or ions with the total composition C99H217N11O15 at a distorted geometry.

Last column: Löwdin charge in e.
Geometry (Å):
C: -3.88137 -2.86049 3.24216  -0.041
C: -3.87292 -2.69665 4.74371  -0.459
C: -4.29326 -4.10639 5.19559  -0.174
C: -3.22304 -5.21714 5.20264  -0.135
C: -2.18857 -4.53514 6.14248  -0.160
C: -1.49675 -3.26096 5.61682  -0.451
N: -2.59951 -2.28142 5.36104  -0.130
O: -2.21673 -1.06412 4.90991  0.001
C: -0.61638 -2.77921 6.73964  -0.042
C: -0.54631 -3.58134 4.34624  -0.001
C: -5.00613 -1.70165 5.27994  -0.005
H: -3.24380 -3.67276 2.89312  0.077
H: -3.48309 -1.95870 2.77715  0.061
H: -4.92306 -2.98962 2.94834  0.083
H: -4.66241 -4.02908 6.21826  0.107
H: -5.14230 -4.59828 4.72097  0.119
H: -2.71678 -5.32577 4.24347  0.094
H: -3.60539 -6.14029 5.63818  0.113
H: -1.51064 -5.21224 6.66214  0.116
H: -2.74247 -4.23392 7.03162  0.108
H: -0.35832 -1.75383 6.47485  0.082
H: -1.17526 -2.73205 7.67427  0.089
H: 0.26894 -3.37923 6.95013  0.079
H: -0.01678 -2.65638 4.11791  0.052
H: 0.14773 -4.38195 4.60200  0.073
H: -1.01127 -3.79770 3.38442  0.056
H: -5.10614 -1.78251 6.36233  0.079
H: -5.94976 -1.66020 4.73593  0.075
H: -4.62612 -0.68220 5.21365  0.057
H: -1.89051 -1.31435 4.04241  0.076
C: -5.16376 5.82553 5.57656  -0.024
C: -3.63066 5.73091 5.31558  -0.477
C: -3.01925 4.72289 6.32332  -0.127
C: -3.31008 3.17334 6.04821  -0.135
C: -2.87881 2.87175 4.55959  -0.100
C: -3.46979 3.82823 3.45954  -0.470
N: -3.27725 5.22978 3.92695  -0.122
O: -3.30819 6.26143 2.99993  -0.019
C: -2.72305 3.61415 2.15197  -0.032
C: -4.96205 3.54489 3.29518  -0.031
C: -2.98433 7.09667 5.61344  -0.038
H: -5.64472 4.86254 5.40497  0.059
H: -5.58920 6.56360 4.89660  0.080
H: -5.35367 6.01566 6.63291  0.086
H: -1.94262 4.86508 6.41686  0.109
H: -3.42098 4.96682 7.30678  0.105
H: -4.34953 2.90767 6.24072  0.090
H: -2.81865 2.56502 6.80752  0.100
H: -3.28428 1.86710 4.43968  0.105
H: -1.79086 2.88943 4.49508  0.109
H: -3.25516 4.16450 1.37603  0.068
H: -1.66775 3.88455 2.18841  0.070
H: -2.68236 2.55092 1.91535  0.074
H: -5.34135 3.12904 4.22862  0.069
H: -5.61574 4.34945 2.95831  0.084
H: -5.18243 2.76045 2.57117  0.052
H: -3.14272 7.36530 6.65787  0.086
H: -3.40752 7.90043 5.01095  0.077
H: -1.90341 7.07543 5.47463  0.085
H: -4.19807 6.56077 3.20021  0.077
C: -1.68764 -8.12514 0.86230  -0.051
C: -0.54010 -7.66927 -0.04732  -0.430
C: -0.63827 -8.50884 -1.40645  -0.138
C: -1.57013 -8.03889 -2.47686  -0.178
C: -1.46522 -6.49251 -2.58147  -0.104
C: -1.58726 -5.66019 -1.23573  -0.440
N: -0.66825 -6.21641 -0.23614  -0.154
O: -0.48110 -5.40428 0.86859  0.002
C: -1.32118 -4.19960 -1.45711  -0.042
C: -3.13603 -5.77023 -0.72955  -0.005
C: 0.83360 -8.16755 0.57708  -0.013
H: -1.74324 -7.55351 1.78872  0.080
H: -1.61244 -9.17439 1.14779  0.082
H: -2.68740 -8.11087 0.42827  0.069
H: 0.34639 -8.76286 -1.79890  0.094
H: -1.13167 -9.45100 -1.16774  0.115
H: -2.62829 -8.29107 -2.40747  0.106
H: -1.15022 -8.60231 -3.31012  0.112
H: -2.27237 -6.05739 -3.17078  0.109
H: -0.57331 -6.24221 -3.15587  0.105
H: -0.26149 -3.98681 -1.59815  0.081
H: -1.95297 -3.79147 -2.24602  0.061
H: -1.66700 -3.62768 -0.59605  0.074
H: -3.57396 -6.71978 -1.03726  0.058
H: -3.25668 -5.78961 0.35358  0.068
H: -3.76398 -4.93928 -1.05096  0.065
H: 1.62602 -7.52494 0.19337  0.056
H: 0.89177 -9.23950 0.38830  0.084
H: 0.85550 -8.02705 1.65776  0.074
H: 0.43051 -5.11973 0.77065  0.054
C: 6.01976 -1.52923 7.52904  -0.033
C: 5.16135 -1.87257 6.27530  -0.482
C: 6.09384 -1.53130 5.04078  -0.095
C: 5.56016 -2.26612 3.75613  -0.163
C: 5.30656 -3.76320 4.05034  -0.149
C: 4.29569 -4.00327 5.15056  -0.503
N: 4.69671 -3.25127 6.32969  -0.148
O: 3.91918 -3.53501 7.40229  0.015
C: 2.89963 -3.66686 4.53820  -0.012
C: 4.40824 -5.51479 5.51182  -0.023
C: 3.99708 -0.90191 6.20446  -0.043
H: 6.77654 -2.31061 7.59849  0.076
H: 5.51105 -1.68265 8.48076  0.081
H: 6.67316 -0.66440 7.41403  0.084
H: 6.19358 -0.46666 4.82935  0.108
H: 7.10819 -1.81677 5.31950  0.108
H: 6.36110 -2.29482 3.01737  0.095
H: 4.70517 -1.83410 3.23607  0.089
H: 6.29192 -4.18270 4.25327  0.127
H: 4.88256 -4.18549 3.13929  0.099
H: 2.86216 -2.63430 4.19104  0.067
H: 2.60742 -4.49297 3.88992  0.089
H: 2.23542 -3.75057 5.39838  0.052
H: 4.40318 -6.29067 4.74626  0.082
H: 5.30581 -5.70212 6.10120  0.089
H: 3.58269 -5.73619 6.18824  0.074
H: 3.46617 -0.79274 5.25878  0.070
H: 4.32516 0.12951 6.33348  0.086
H: 3.30371 -1.12026 7.01666  0.084
H: 3.08415 -3.50637 6.92952  0.067
C: 4.07381 -5.71278 -3.77680  -0.050
C: 3.83444 -6.65245 -2.61201  -0.447
C: 5.17382 -7.25449 -2.04197  -0.142
C: 5.94198 -6.22733 -1.23733  -0.162
C: 4.96604 -5.59442 -0.18335  -0.140
C: 3.69725 -4.92544 -0.69360  -0.468
N: 3.01224 -5.94214 -1.59224  -0.068
O: 1.72738 -5.49562 -2.08008  -0.029
C: 2.90133 -4.63022 0.59333  -0.037
C: 4.01874 -3.59171 -1.38265  -0.018
C: 3.02781 -7.93356 -3.18824  -0.022
H: 3.99754 -6.30679 -4.68753  0.077
H: 5.05320 -5.23632 -3.73344  0.071
H: 3.40423 -4.88073 -3.99464  0.084
H: 4.87700 -8.15317 -1.50126  0.116
H: 5.79553 -7.63975 -2.85015  0.119
H: 6.27153 -5.40914 -1.87770  0.094
H: 6.82363 -6.72060 -0.82808  0.111
H: 5.51025 -4.94671 0.50398  0.112
H: 4.80066 -6.39824 0.53402  0.116
H: 3.31901 -3.91772 1.30466  0.077
H: 1.99595 -4.15816 0.21183  0.062
H: 2.57102 -5.46609 1.21003  0.083
H: 4.83791 -3.65025 -2.09933  0.074
H: 3.13328 -3.24908 -1.91806  0.081
H: 4.24730 -2.85772 -0.60991  0.070
H: 2.32385 -7.58869 -3.94560  0.070
H: 2.50935 -8.47562 -2.39737  0.059
H: 3.70165 -8.62498 -3.69418  0.076
H: 1.08857 -5.78339 -1.42379  0.038
C: -5.47265 -2.15459 0.11919  -0.052
C: -5.67279 -0.63433 0.05136  -0.437
C: -4.82055 -0.10039 -1.17283  -0.137
C: -5.16980 1.30475 -1.61840  -0.174
C: -6.64063 1.30354 -2.08604  -0.110
C: -7.62330 0.87195 -0.95742  -0.479
N: -7.16593 -0.35681 -0.24044  -0.106
O: -7.99356 -0.94706 0.73388  0.006
C: -7.87294 2.05869 0.03404  -0.036
C: -8.99340 0.58894 -1.59574  -0.050
C: -5.15883 -0.12703 1.40656  -0.032
H: -6.08455 -2.49261 0.95550  0.066
H: -4.43674 -2.45309 0.28005  0.079
H: -5.96451 -2.63246 -0.72805  0.089
H: -3.75483 -0.18970 -0.96220  0.101
H: -4.99275 -0.77953 -2.00783  0.107
H: -4.45198 1.56452 -2.39644  0.109
H: -5.03668 1.90673 -0.71951  0.100
H: -6.76434 0.53971 -2.85373  0.117
H: -6.92801 2.29163 -2.44548  0.116
H: -7.06141 2.20410 0.74705  0.054
H: -8.23225 2.95052 -0.47942  0.081
H: -8.65121 1.84650 0.76709  0.073
H: -9.79142 0.46703 -0.86335  0.077
H: -9.35557 1.46868 -2.12771  0.081
H: -8.99694 -0.27310 -2.26280  0.087
H: -5.58674 0.85473 1.60940  0.049
H: -4.07005 -0.10176 1.36164  0.079
H: -5.55284 -0.68794 2.25405  0.067
H: -7.72412 -0.36309 1.44660  0.080
C: 1.30098 4.76961 -7.49075  -0.026
C: 1.33999 4.01150 -6.10400  -0.447
C: 1.25502 2.49863 -6.22959  -0.161
C: 2.57028 1.83979 -6.68361  -0.158
C: 3.67032 2.23040 -5.65753  -0.110
C: 3.90078 3.75645 -5.41039  -0.504
N: 2.59497 4.41752 -5.35424  -0.080
O: 2.64974 5.83153 -5.15958  -0.012
C: 4.64618 3.93878 -4.11005  -0.041
C: 4.77010 4.37658 -6.53593  -0.033
C: -0.01397 4.40010 -5.46467  -0.050
H: 2.26057 4.78318 -8.00757  0.062
H: 0.88795 5.76586 -7.33268  0.072
H: 0.56330 4.42873 -8.21720  0.076
H: 1.00312 1.97013 -5.31016  0.106
H: 0.46762 2.23887 -6.93715  0.099
H: 2.74953 2.13902 -7.71629  0.108
H: 2.49464 0.75451 -6.75109  0.105
H: 4.57382 1.80961 -6.09881  0.110
H: 3.54609 1.69689 -4.71517  0.105
H: 4.57921 4.97858 -3.78999  0.082
H: 4.20317 3.31435 -3.33421  0.063
H: 5.69693 3.67360 -4.22707  0.089
H: 4.23990 4.38302 -7.48827  0.068
H: 5.36745 5.25525 -6.29258  0.083
H: 5.66373 3.79118 -6.75234  0.072
H: -0.07762 5.47207 -5.27774  0.077
H: -0.07827 3.99711 -4.45395  0.066
H: -0.91091 4.07395 -5.99120  0.091
H: 2.12952 5.97829 -4.36621  0.047
C: -1.45349 7.79835 0.42404  -0.037
C: -2.24576 7.43332 -0.84948  -0.478
C: -1.59945 6.12227 -1.37231  -0.127
C: -2.45452 5.46978 -2.49787  -0.153
C: -3.84518 5.07237 -1.90029  -0.121
C: -4.58153 6.26890 -1.23971  -0.460
N: -3.64369 7.12262 -0.39825  -0.114
O: -4.19513 8.23723 0.20485  -0.016
C: -5.27653 7.12996 -2.31525  -0.026
C: -5.57246 5.62016 -0.25127  -0.031
C: -2.02485 8.61155 -1.85989  -0.014
H: -1.72896 8.77060 0.83264  0.083
H: -0.44767 7.88129 0.01228  0.073
H: -1.48605 7.01475 1.18102  0.074
H: -0.68092 6.37432 -1.90228  0.092
H: -1.35050 5.43293 -0.56551  0.096
H: -2.03201 4.52299 -2.83428  0.079
H: -2.50372 6.05478 -3.41627  0.108
H: -3.76002 4.22970 -1.21417  0.095
H: -4.38271 4.89408 -2.83162  0.111
H: -5.92330 6.58348 -3.00166  0.082
H: -5.87816 7.85374 -1.76545  0.077
H: -4.62099 7.79506 -2.87739  0.070
H: -6.46162 5.28821 -0.78728  0.079
H: -5.17659 4.75380 0.27865  0.056
H: -5.95627 6.36729 0.44341  0.077
H: -0.94323 8.71706 -1.94394  0.073
H: -2.53009 9.41330 -1.32133  0.078
H: -2.48094 8.54103 -2.84737  0.067
H: -4.18355 7.93906 1.11730  0.085
C: 9.47259 1.46450 0.42999  -0.044
C: 7.99869 1.44031 -0.08809  -0.484
C: 7.53091 -0.01078 0.11939  -0.134
C: 6.00615 -0.12207 0.36623  -0.142
C: 5.45660 1.04710 1.25868  -0.121
C: 5.80843 2.46592 0.84857  -0.486
N: 7.27743 2.48120 0.70485  -0.080
O: 7.77167 3.79207 0.40667  -0.020
C: 5.16008 2.91295 -0.48744  -0.023
C: 5.30085 3.37421 2.02881  -0.014
C: 7.98790 1.67629 -1.58711  -0.039
H: 9.59766 1.54193 1.51002  0.086
H: 10.00860 2.34379 0.07273  0.072
H: 10.10182 0.68995 -0.00847  0.081
H: 7.88206 -0.59088 -0.73400  0.118
H: 7.99418 -0.43700 1.00923  0.110
H: 5.64091 -1.06009 0.78433  0.086
H: 5.57933 -0.02923 -0.63243  0.096
H: 5.53955 0.91872 2.33791  0.116
H: 4.40410 1.06716 0.97593  0.092
H: 5.48409 3.93517 -0.68284  0.073
H: 5.39585 2.33622 -1.38180  0.066
H: 4.07365 2.82482 -0.48876  0.059
H: 5.86146 3.21637 2.95017  0.086
H: 5.48261 4.41384 1.75633  0.063
H: 4.25999 3.19205 2.29625  0.078
H: 7.21916 1.07780 -2.07592  0.078
H: 8.94192 1.44803 -2.06235  0.091
H: 7.76677 2.71519 -1.83182  0.069
H: 7.46090 4.03916 -0.46738  0.059
C: -3.29729 -2.39798 -4.68713  -0.021
C: -2.01561 -1.71850 -5.18118  -0.483
C: -1.19317 -2.74960 -5.90507  -0.170
C: -1.57593 -3.15179 -7.32171  -0.175
C: -1.67001 -1.87167 -8.13580  -0.123
C: -2.53120 -0.72726 -7.52610  -0.517
N: -2.24261 -0.58961 -6.07378  -0.150
O: -2.89190 0.43347 -5.49526  0.008
C: -2.26926 0.60538 -8.25239  -0.024
C: -3.95090 -1.00459 -7.70969  -0.041
C: -1.18154 -1.30244 -3.89098  -0.018
H: -4.05762 -1.63829 -4.50584  0.083
H: -3.03746 -2.93530 -3.77506  0.058
H: -3.66005 -3.16678 -5.36937  0.075
H: -0.13010 -2.50947 -5.92274  0.121
H: -1.13093 -3.67071 -5.32561  0.118
H: -2.50349 -3.71654 -7.22793  0.104
H: -0.83930 -3.86151 -7.69823  0.116
H: -1.97009 -2.21334 -9.12641  0.117
H: -0.65050 -1.51683 -8.28675  0.119
H: -2.07517 0.42468 -9.30964  0.085
H: -3.08188 1.33071 -8.29295  0.081
H: -1.41330 1.10304 -7.79658  0.065
H: -4.58706 -0.17199 -7.40938  0.098
H: -3.99682 -1.26706 -8.76662  0.098
H: -4.07766 -1.89776 -7.09790  0.077
H: -0.78602 -2.19705 -3.40999  0.064
H: -1.69079 -0.67195 -3.16212  0.066
H: -0.33846 -0.68555 -4.20205  0.074
H: -2.16809 0.95393 -5.13915  0.104
C: 0.83990 3.50594 -0.08518  -0.026
C: 0.49709 1.98955 -0.32353  -0.419
C: 1.49234 1.49171 -1.43562  -0.100
C: 1.56985 -0.07554 -1.47370  -0.152
C: 1.83481 -0.61576 -0.08550  -0.129
C: 0.75355 -0.24169 0.94226  -0.467
N: 0.69656 1.26177 1.01844  -0.086
O: -0.01956 1.76571 2.12139  -0.029
C: -0.60221 -0.96182 0.76565  -0.007
C: 1.28098 -0.55433 2.32181  -0.049
C: -0.92000 1.87907 -0.83519  -0.024
H: 0.11176 4.00189 0.55665  0.054
H: 0.82706 4.10130 -0.99814  0.078
H: 1.78263 3.75762 0.40063  0.068
H: 1.20569 1.80242 -2.44030  0.107
H: 2.49711 1.88917 -1.29218  0.082
H: 2.37897 -0.33272 -2.15728  0.109
H: 0.61189 -0.43036 -1.85384  0.079
H: 2.83453 -0.37433 0.27556  0.100
H: 1.98011 -1.69488 -0.13551  0.098
H: -0.89920 -1.03857 -0.28031  0.056
H: -0.53307 -2.00200 1.08397  0.073
H: -1.46191 -0.50658 1.25737  0.076
H: 2.29831 -0.19860 2.48491  0.086
H: 0.56686 -0.20265 3.06643  0.083
H: 1.31176 -1.63482 2.46211  0.063
H: -1.57265 2.29901 -0.06982  0.068
H: -1.29838 0.93865 -1.23587  0.064
H: -1.02070 2.63681 -1.61222  0.073
H: 0.58138 2.42660 2.47309  0.082
O: 1.84549 6.92113 -2.55193  -0.040
H: 2.44134 6.34166 -2.07716  0.016
H: 1.78721 7.70508 -2.00581  0.044
O: 1.60070 4.39969 4.02269  -0.031
H: 2.44654 4.84721 3.99980  0.049
H: 0.99332 5.01322 3.60928  0.047
O: 3.54680 6.44936 0.05213  -0.040
H: 3.70840 5.95109 0.85329  0.020
H: 4.41693 6.71677 -0.24381  0.043
O: 1.80037 2.14434 5.72376  -0.057
H: 1.32524 2.76151 5.16735  -0.025
H: 1.12830 1.76563 6.29044  0.028

The HOMO-LUMO gap comes out at 7.845 eV.

=====

# 2
DFT (the ωB97M-V functional and the def2-TZVPD basis) results for a molecular structure, C9H10B2O4 at a distorted geometry.

Last column: Löwdin charge in e.
Geometry (Å):
B: 0.96836 2.24389 0.04131  -0.620
B: 2.84742 -1.06408 0.08777  -0.723
C: -3.39070 0.37161 -0.00391  -0.067
C: -3.46732 -1.02433 0.11576  -0.069
C: -2.20473 1.03680 -0.02947  -0.029
C: -2.30981 -1.71251 -0.00608  -0.067
C: -0.97313 0.35783 -0.04006  -0.166
C: -1.07674 -1.10620 -0.09046  -0.153
C: 0.34439 0.82258 0.09172  0.192
C: 1.32150 -0.87082 -0.13251  0.133
C: 0.23112 -1.79271 -0.08844  -0.180
O: 0.04268 3.20383 -0.02091  0.230
O: 2.37018 2.37923 0.00256  0.148
O: 3.66603 -0.01258 0.04130  0.193
O: 3.42922 -2.30868 0.02292  0.134
H: -4.18100 1.07986 0.08030  0.095
H: -4.28413 -1.68799 0.19605  0.094
H: -2.08033 2.04302 -0.08390  0.074
H: -2.45845 -2.73971 0.06369  0.097
H: 0.24908 -2.20365 1.04198  0.206
H: 0.45742 -2.60333 -0.83729  0.160
H: 0.29746 4.04086 0.21254  0.071
H: 2.64939 3.08097 -0.53714  0.088
H: 3.19795 0.78067 0.21436  0.029
H: 4.35413 -2.31456 -0.34208  0.131

The HOMO-LUMO gap (alpha / beta) comes out at 7.024 / 7.406 eV.

=====

# 3
DFT (the ωB97M-V functional and the def2-TZVPD basis) results for 5 unconnected molecules or ions with the total composition C9H10BCl16O5 at a distorted geometry.

Last column: Löwdin charge in e.
Geometry (Å):
C: -1.01847 -1.17701 -1.46957  -0.024
C: -0.17155 -1.43613 -0.23905  -0.642
O: -0.60412 -2.11643 0.65072  0.050
O: 0.96316 -0.80636 -0.27792  -0.015
C: 1.93807 -1.07583 0.76813  -0.078
B: 2.58342 0.35913 1.27858  -0.650
O: 1.59358 1.10487 2.09963  -0.053
C: 0.90906 1.97832 1.26391  -0.180
C: 1.86108 2.22148 0.04423  -0.414
O: 1.28389 1.95492 -1.25340  -0.026
O: 2.88595 1.36026 0.21082  0.015
H: -0.90231 -1.96570 -2.19815  0.036
H: -0.73283 -0.20576 -1.86314  0.078
H: -2.04656 -1.12075 -1.16377  -0.003
H: 2.77898 -1.65263 0.39224  0.030
H: 1.52936 -1.55072 1.65059  0.101
H: 3.65023 0.15659 1.84897  0.097
H: -0.05834 1.51332 1.01556  0.080
H: 0.69779 2.90327 1.80872  0.033
H: 2.13888 3.27706 0.01184  0.096
H: 0.32195 2.03361 -1.21589  0.064
C: -4.51402 0.68731 0.61951  -2.026
Cl: -2.76046 0.64329 0.77894  0.614
Cl: -5.25795 0.44007 2.20568  0.520
Cl: -5.00980 2.26242 -0.02342  0.512
Cl: -5.05747 -0.59488 -0.47472  0.496
C: 1.26387 6.50923 2.04936  -2.042
Cl: 0.52178 7.91390 1.26127  0.498
Cl: 2.59852 5.92215 1.06434  0.560
Cl: 1.87437 6.98864 3.64064  0.508
Cl: 0.05240 5.23934 2.24708  0.572
C: 2.94259 -3.47861 -2.40752  -2.034
Cl: 3.51310 -3.82086 -0.77832  0.570
Cl: 3.79790 -4.51150 -3.57189  0.497
Cl: 1.20921 -3.81073 -2.49387  0.538
Cl: 3.23332 -1.78407 -2.78670  0.579
C: -3.60157 -4.87106 -0.93529  -2.034
Cl: -2.02311 -4.98410 -1.71728  0.525
Cl: -4.87482 -4.98916 -2.16341  0.506
Cl: -3.78762 -6.19323 0.22646  0.518
Cl: -3.72148 -3.32364 -0.10389  0.529

The HOMO-LUMO gap comes out at 6.432 eV. Its net charge is -1.